No. 1
C44H40BIKN9O2 | ωB97M-V/def2-TZVPD

Positions of all 98 atoms, in Å:
K: 0.1385 -0.1318 -0.4005
C: -1.4751 4.8505 3.0183
C: -0.4427 4.2166 2.1427
C: 0.7659 4.7495 1.7537
C: 1.3711 3.7377 0.9722
N: 0.5701 2.6863 0.8997
N: -0.5292 2.9731 1.6075
B: -1.6730 1.9584 1.8239
N: -2.2615 1.5349 0.4490
N: -1.5855 1.6996 -0.6901
C: -2.3533 1.2620 -1.6836
C: -3.5777 0.8005 -1.1597
C: -3.4767 0.9884 0.2022
C: -4.4978 0.6681 1.2419
C: -1.9241 1.3424 -3.0813
C: -2.7589 0.9192 -4.1151
C: -2.3638 1.0293 -5.4381
C: -1.1276 1.5722 -5.7546
C: -0.2947 2.0087 -4.7341
C: -0.6821 1.8899 -3.4115
N: -1.1191 0.7222 2.5750
N: 0.0815 0.2400 2.2296
C: 0.3407 -0.8012 3.0081
C: -0.7396 -1.0086 3.8885
C: -1.6463 -0.0140 3.5862
C: -2.9496 0.2448 4.2708
C: 1.6463 -1.4655 2.9868
C: 1.8658 -2.6585 3.6713
C: 3.1288 -3.2290 3.7030
C: 4.1908 -2.6154 3.0572
C: 3.9808 -1.4275 2.3719
C: 2.7201 -0.8594 2.3305
C: 2.7043 3.7463 0.3657
C: 3.2966 2.5525 -0.0529
C: 4.5825 2.5429 -0.5656
C: 5.2997 3.7261 -0.6807
C: 4.7152 4.9212 -0.2859
C: 3.4302 4.9307 0.2348
H: -1.1328 5.8456 3.3004
H: -1.6315 4.2639 3.9253
H: -2.4335 4.9414 2.5046
H: 1.1561 5.7168 2.0247
H: -2.5329 2.4890 2.4721
H: -4.4232 0.3847 -1.6823
H: -5.4968 0.7384 0.8124
H: -4.4253 1.3570 2.0820
H: -4.3508 -0.3482 1.6157
H: -3.7314 0.5018 -3.8850
H: -3.0262 0.6953 -6.2284
H: -0.8146 1.6450 -6.7891
H: 0.6696 2.4368 -4.9686
H: -0.0350 2.2346 -2.6143
H: -0.8614 -1.7694 4.6414
H: -2.8415 0.0566 5.3393
H: -3.7201 -0.4270 3.8880
H: -3.2752 1.2736 4.1288
H: 1.0372 -3.1505 4.1659
H: 3.2790 -4.1695 4.2186
H: 5.1701 -3.0746 3.0660
H: 4.8016 -0.9479 1.8536
H: 2.5416 0.0726 1.8083
H: 2.7309 1.6338 0.0305
H: 5.0267 1.6046 -0.8752
H: 6.3066 3.7169 -1.0799
H: 5.2681 5.8485 -0.3829
H: 2.9838 5.8705 0.5355
O: -2.7942 -2.6834 1.9431
C: -2.8569 -3.8698 1.3132
C: -3.7486 -4.8334 1.7887
C: -3.8922 -6.0396 1.1282
C: -3.1557 -6.3050 -0.0191
C: -2.2298 -5.3761 -0.4671
C: -2.0552 -4.1650 0.1916
C: -1.0298 -3.1664 -0.2581
O: -1.1394 -1.9541 0.1390
N: -0.0992 -3.6664 -1.0196
N: 0.9188 -2.7909 -1.4161
C: 0.8782 -2.4530 -2.7605
C: 1.5023 -1.3661 -3.3565
C: 1.4913 -1.2547 -4.7875
C: 2.1653 -0.2419 -5.4008
C: 2.8395 0.7189 -4.6245
C: 2.7569 0.5837 -3.2530
N: 2.1265 -0.3971 -2.6128
H: -2.1449 -2.1392 1.3932
H: -4.3241 -4.6130 2.6796
H: -4.5894 -6.7776 1.5091
H: -3.3073 -7.2321 -0.5586
H: -1.6152 -5.5765 -1.3338
H: 0.2437 -3.0992 -3.3446
H: 0.9824 -2.0133 -5.3699
H: 2.1840 -0.1793 -6.4842
H: 3.3862 1.5338 -5.0806
H: 3.2476 1.3132 -2.6129
I: 4.2885 -4.5096 -0.4720
C: 1.8794 -2.4943 -0.5930
H: 2.7081 -1.9094 -0.9441
H: 1.7941 -2.7873 0.4400

Values from the calculation:
Gap between HOMO and LUMO = 4.995 eV
Charge = -2
HOMO level = -1.2 eV
LUMO level = 3.81 eV

No. 2
C44H40N6O7P4SbSe2Ti | ωB97M-V/def2-TZVPD

Positions of all 105 atoms, in Å:
Ti: 2.0251 0.7823 1.6020
C: 3.3073 1.7313 -1.4043
C: 4.0484 0.6731 -0.6572
C: 5.2611 0.2215 -1.1598
C: 5.9741 -0.7618 -0.4945
C: 5.4576 -1.2272 0.7076
C: 4.2455 -0.7361 1.1608
N: 3.5318 0.1768 0.4856
Sb: 3.6800 -1.3469 3.2071
C: 1.8778 -0.4181 4.0341
C: 1.6372 -0.7158 5.3636
C: 0.6815 0.0151 6.0495
C: -0.0613 0.9457 5.3409
C: 0.1811 1.1551 3.9921
C: -0.7581 2.0278 3.2148
N: 1.2010 0.5225 3.3736
C: 2.6657 -3.0158 2.2182
C: 3.3887 -3.9979 1.5613
C: 2.6853 -4.9333 0.8198
C: 1.3061 -4.8577 0.7931
C: 0.6632 -3.8465 1.5083
C: -0.8282 -3.7646 1.5068
N: 1.3473 -2.9386 2.2020
H: 3.8109 2.6908 -1.2873
H: 2.2918 1.8336 -1.0230
H: 3.2792 1.4825 -2.4646
H: 5.6243 0.6385 -2.0864
H: 6.9044 -1.1426 -0.8912
H: 5.9888 -1.9634 1.3007
H: 2.2207 -1.4864 5.8514
H: 0.5178 -0.1297 7.1059
H: -0.8313 1.5236 5.8291
H: -1.3209 2.6623 3.8966
H: -1.4617 1.3875 2.6753
H: -0.2500 2.6615 2.4878
H: 4.4677 -4.0204 1.6247
H: 3.2036 -5.7098 0.2781
H: 0.7206 -5.5677 0.2267
H: -1.2581 -4.6576 1.9560
H: -1.2003 -3.7128 0.4839
H: -1.1717 -2.8919 2.0536
Se: -3.3776 -2.8553 -1.7082
P: -3.0598 -0.9978 -0.7856
C: -4.3236 -0.7262 0.4998
C: -5.6035 -0.5571 -0.0246
C: -6.6792 -0.3616 0.8174
C: -6.4818 -0.3436 2.1900
C: -5.2139 -0.5347 2.7109
C: -4.1308 -0.7380 1.8721
C: -3.3300 0.5028 -1.7958
C: -3.0363 1.7325 -1.2160
C: -3.3045 2.8986 -1.9063
C: -3.8828 2.8373 -3.1641
C: -4.1865 1.6129 -3.7356
C: -3.9134 0.4412 -3.0511
C: -1.4148 -0.7504 -0.1000
C: -0.1270 -0.6634 -0.6487
N: 0.7227 -0.4839 0.3906
N: -0.0122 -0.4774 1.4889
N: -1.2737 -0.6232 1.2263
P: 0.5409 -0.7086 -2.3095
Se: 2.4594 -1.5675 -2.3149
C: 0.4338 1.0394 -2.8371
C: 0.0111 2.0393 -1.9681
C: -0.0079 3.3573 -2.3880
C: 0.4016 3.6820 -3.6690
C: 0.8482 2.6906 -4.5293
C: 0.8684 1.3716 -4.1166
C: -0.5540 -1.6425 -3.4108
C: -1.4185 -1.0127 -4.2942
C: -2.1566 -1.7768 -5.1792
C: -2.0216 -3.1542 -5.1935
C: -1.1532 -3.7806 -4.3145
C: -0.4122 -3.0250 -3.4286
H: -5.7462 -0.5875 -1.0977
H: -7.6674 -0.2225 0.4034
H: -7.3205 -0.1877 2.8515
H: -5.0612 -0.5277 3.7800
H: -3.1415 -0.8904 2.2712
H: -2.6149 1.7681 -0.2195
H: -3.0700 3.8530 -1.4592
H: -4.1106 3.7513 -3.6905
H: -4.6419 1.5683 -4.7128
H: -4.1508 -0.5262 -3.4736
H: -0.2884 1.8050 -0.9547
H: -0.3307 4.1245 -1.7025
H: 0.3745 4.7083 -4.0003
H: 1.1822 2.9500 -5.5226
H: 1.2202 0.5892 -4.7776
H: -1.5143 0.0636 -4.2870
H: -2.8340 -1.2900 -5.8653
H: -2.5929 -3.7428 -5.8943
H: -1.0470 -4.8546 -4.3187
H: 0.2876 -3.4942 -2.7508
O: 3.4266 3.4711 0.9868
P: 1.9012 3.5534 1.4808
O: 1.2208 4.8102 1.2042
O: 1.2764 2.2667 0.9094
O: 2.0245 3.2844 3.0835
P: 3.2530 2.4182 3.7163
O: 4.4466 3.5059 3.6325
O: 2.9920 2.0243 5.0985
O: 3.5896 1.3708 2.6696
H: 4.0118 3.9744 1.5623
H: 4.6616 3.7486 4.5310

Values from the calculation:
Gap between HOMO and LUMO (spin up / spin down) = 7.303 / 7.403 eV
HOMO level (spin up / spin down) = -7.6 / -7.6 eV
LUMO level (spin up / spin down) = -0.30 / -0.20 eV
Multiplicity = 2

Number 1: E -88891.37138 eV. Number 2: E -267060.86527 eV.